w | DFT (ωB97M-V/def2-TZVPD) results for an isolated ion of composition C6H11NO and charge +1.

Output
- HOMO level (spin up / spin down) (eV) = -13.5940 / -13.6497
- HOMO-LUMO gap (spin up / spin down) (eV) = 5.2 / 5.2
- ⟨S²⟩ = 0.777
- E_LUMO (spin up / spin down) (Eh) = -0.309 / -0.311

Geometry as ORCA input:
```
! wB97M-V def2-TZVPD RIJCOSX def2/J DEFGRID3
* xyz 1 2
O 0.455 1.126 1.593
C 1.220 0.062 1.264
C 1.661 -0.058 -0.270
C 0.508 0.589 -1.086
C -0.745 -0.206 -0.933
C -1.827 0.314 -0.212
C -3.043 -0.411 0.273
N 1.809 -1.333 -0.849
H 2.142 0.001 1.910
H 0.800 -0.938 1.459
H 0.184 1.595 -0.824
H 0.775 0.706 -2.194
H -0.557 -1.136 -1.342
H -1.647 1.269 0.312
H -3.836 0.267 0.661
H -2.727 -1.083 1.047
H -3.481 -1.075 -0.521
H 2.551 0.624 -0.583
H 2.847 -1.646 -0.942
*
```

Mulliken population analysis, charges in e, atoms 1 to 5: O -0.223; C -0.375; C 0.262; C -0.915; C -0.284

x | DFT (ωB97M-V/def2-TZVPD) results for an isolated ion of composition C6H11NO and charge +1.

Output
- HOMO level (spin up / spin down) (eV) = -14.1673 / -13.9745
- HOMO-LUMO gap (spin up / spin down) (eV) = 10.1 / 5.1
- ⟨S²⟩ = 0.783
- E_LUMO (spin up / spin down) (Eh) = -0.149 / -0.327

Geometry as ORCA input:
```
! wB97M-V def2-TZVPD RIJCOSX def2/J DEFGRID3
* xyz 1 2
O 2.010 -2.144 -0.241
C 1.095 -1.644 0.408
N 0.665 -0.450 -0.018
C -0.380 0.155 0.862
C -1.231 0.962 -0.128
C -0.344 2.066 -0.684
C -0.247 2.046 -2.053
C -1.211 -0.883 1.693
H 0.743 -1.946 1.348
H 0.734 -0.200 -0.998
H 0.221 0.836 1.607
H -1.818 0.377 -0.939
H -2.095 1.434 0.519
H 0.044 2.945 -0.137
H -0.782 1.353 -2.802
H 0.521 2.720 -2.594
H -0.777 -0.906 2.724
H -2.227 -0.636 1.696
H -1.389 -1.880 1.041
*
```

Mulliken population analysis, charges in e, atoms 1 to 5: O -0.323; C -0.010; N 0.058; C 0.445; C -0.662

Computed relative energies in units of hartree: w 0.1323; x 0.0000

w | DFT (ωB97M-V/def2-TZVPD) results for a 2-piece molecular cluster, CH6ClN2S overall.

Output
- HOMO level (eV) = -13.9629
- HOMO-LUMO gap (eV) = 6.6
- E_LUMO (Eh) = -0.271

Geometry as ORCA input:
```
! wB97M-V def2-TZVPD RIJCOSX def2/J DEFGRID3
* xyz 1 1
C 0.380 -0.195 0.628
N -0.644 0.821 0.427
N 0.179 -1.226 1.587
S -0.407 2.047 -0.427
Cl -0.333 -0.561 -2.406
H 1.224 0.418 0.771
H 0.440 -0.627 -0.310
H -0.631 -1.702 1.541
H 0.964 -1.813 1.814
H 0.457 0.267 -3.056
H -1.629 2.571 -0.568
*
```

Mulliken population analysis, charges in e, atoms 1 to 5: C -0.114; N -0.040; N -0.466; S 0.246; Cl -0.302

x | DFT (ωB97M-V/def2-TZVPD) results for a 2-piece molecular cluster, CH6ClN2S overall.

Output
- HOMO level (eV) = -13.1824
- HOMO-LUMO gap (eV) = 8.8
- E_LUMO (Eh) = -0.160

Geometry as ORCA input:
```
! wB97M-V def2-TZVPD RIJCOSX def2/J DEFGRID3
* xyz 1 1
C -0.470 -1.264 0.183
N 0.506 1.026 -0.286
N -1.313 -1.153 -0.736
S 1.373 2.228 0.258
Cl 0.189 0.915 -2.006
H -0.917 -1.136 1.158
H 0.605 -1.446 -0.168
H 0.521 3.366 -0.054
H -2.222 -0.869 -0.549
H -1.169 -1.148 -1.746
H 2.389 2.746 -0.722
*
```

Mulliken population analysis, charges in e, atoms 1 to 5: C -0.144; N -0.243; N -0.147; S -0.039; Cl -0.110

Computed relative energies in units of hartree: w 0.0000; x 0.0178

w | DFT (ωB97M-V/def2-TZVPD) results for C33H42P2ReS6Si2Te as an isolated structure.

Output
- HOMO level (spin up / spin down) (eV) = -7.2521 / -7.1221
- HOMO-LUMO gap (spin up / spin down) (eV) = 6.3 / 5.9
- ⟨S²⟩ = 3.981
- E_LUMO (spin up / spin down) (Eh) = -0.036 / -0.045

Geometry as ORCA input:
```
! wB97M-V def2-TZVPD RIJCOSX def2/J DEFGRID3
* xyz 0 4
Re 0.560 0.514 1.073
S -1.564 0.000 2.188
P -2.181 0.884 0.463
C -0.647 1.144 -0.329
P -0.392 1.221 -2.093
S 0.232 -0.452 -2.891
C -1.961 1.771 -2.841
C -2.664 0.926 -3.691
C -3.873 1.336 -4.234
C -4.391 2.585 -3.921
C -3.690 3.434 -3.075
C -2.472 3.034 -2.546
C 0.716 2.629 -2.393
C 1.245 2.765 -3.674
C 2.048 3.852 -3.982
C 2.333 4.804 -3.012
C 1.817 4.665 -1.732
C 1.010 3.579 -1.423
C -3.292 -0.189 -0.469
C -2.846 -1.490 -0.695
C -3.601 -2.351 -1.472
C -4.804 -1.920 -2.017
C -5.241 -0.622 -1.804
C -4.481 0.253 -1.041
C -3.080 2.392 0.893
C -2.458 3.628 0.762
C -3.111 4.782 1.170
C -4.380 4.701 1.724
C -4.992 3.465 1.884
C -4.343 2.311 1.476
H -2.256 -0.052 -3.916
H -4.415 0.674 -4.898
H -5.337 2.902 -4.343
H -4.082 4.415 -2.837
H -1.915 3.714 -1.918
H 1.037 2.008 -4.420
H 2.459 3.952 -4.978
H 2.966 5.648 -3.252
H 2.053 5.394 -0.967
H 0.639 3.450 -0.415
H -1.904 -1.827 -0.276
H -3.245 -3.358 -1.652
H -5.397 -2.597 -2.620
H -6.166 -0.277 -2.249
H -4.802 1.279 -0.925
H -1.461 3.683 0.346
H -2.623 5.742 1.060
H -4.889 5.601 2.043
H -5.974 3.399 2.333
H -4.817 1.348 1.621
S -0.205 -4.040 -0.102
S 1.696 -4.016 0.389
S 1.834 -0.998 2.492
S 2.643 0.939 0.131
C 5.270 -4.789 -0.418
Si 5.141 -3.011 -0.997
C 4.198 -2.922 -2.619
C 6.852 -2.279 -1.220
C 4.263 -1.988 0.347
Te 2.258 -1.463 -0.181
C 0.772 -2.215 3.291
Si 1.173 -2.432 5.133
C 0.276 -3.984 5.687
C 3.025 -2.621 5.372
C 0.543 -0.927 6.058
H 5.724 -5.415 -1.190
H 4.288 -5.207 -0.186
H 5.889 -4.865 0.479
H 4.828 -3.294 -3.431
H 3.897 -1.905 -2.886
H 3.296 -3.540 -2.595
H 7.421 -2.844 -1.963
H 7.415 -2.295 -0.284
H 6.797 -1.242 -1.559
H 4.755 -1.029 0.518
H 4.220 -2.513 1.302
H 0.902 -3.174 2.787
H -0.272 -1.927 3.174
H 0.657 -4.860 5.158
H -0.795 -3.913 5.485
H 0.402 -4.158 6.758
H 3.375 -3.590 5.007
H 3.279 -2.554 6.432
H 3.581 -1.843 4.846
H -0.536 -0.814 5.933
H 1.017 -0.014 5.690
H 0.753 -1.004 7.127
*
```

Mulliken population analysis, charges in e, atoms 1 to 5: Re -0.002; S -0.694; P 0.750; C 0.228; P 1.618

x | DFT (ωB97M-V/def2-TZVPD) results for C33H42P2ReS6Si2Te as an isolated structure.

Output
- HOMO level (spin up / spin down) (eV) = -6.9456 / -7.5326
- HOMO-LUMO gap (spin up / spin down) (eV) = 6.8 / 6.2
- ⟨S²⟩ = 3.779
- E_LUMO (spin up / spin down) (Eh) = -0.007 / -0.049

Geometry as ORCA input:
```
! wB97M-V def2-TZVPD RIJCOSX def2/J DEFGRID3
* xyz 0 4
Re -1.258 -0.635 -1.406
S -1.976 -0.887 0.950
P -1.162 0.993 0.928
C -0.354 1.008 -0.578
P 1.197 1.736 -0.967
S 2.704 0.507 -1.288
C 1.618 2.934 0.357
C 1.056 4.212 0.368
C 1.411 5.134 1.343
C 2.344 4.788 2.311
C 2.918 3.523 2.300
C 2.559 2.601 1.326
C 0.938 2.849 -2.384
C 2.031 3.551 -2.897
C 1.865 4.403 -3.976
C 0.610 4.550 -4.561
C -0.475 3.851 -4.058
C -0.312 3.005 -2.966
C -2.520 2.185 1.036
C -2.372 3.427 0.428
C -3.370 4.384 0.542
C -4.523 4.099 1.263
C -4.681 2.854 1.858
C -3.681 1.897 1.747
C -0.158 1.250 2.410
C -0.248 2.395 3.194
C 0.565 2.530 4.314
C 1.458 1.525 4.654
C 1.556 0.382 3.869
C 0.755 0.248 2.748
H 0.369 4.506 -0.415
H 0.976 6.125 1.334
H 2.633 5.508 3.067
H 3.654 3.255 3.048
H 3.020 1.620 1.295
H 3.011 3.415 -2.454
H 2.714 4.947 -4.370
H 0.484 5.209 -5.411
H -1.452 3.950 -4.516
H -1.159 2.462 -2.564
H -1.492 3.624 -0.168
H -3.255 5.346 0.058
H -5.305 4.843 1.349
H -5.589 2.624 2.401
H -3.811 0.920 2.193
H -0.952 3.178 2.941
H 0.497 3.424 4.920
H 2.087 1.635 5.529
H 2.259 -0.399 4.131
H 0.832 -0.636 2.126
S -3.443 0.300 -1.833
S -3.321 1.129 -3.724
S -2.348 -0.335 -4.748
S -0.578 -0.474 -3.649
C 3.199 -4.946 -0.007
Si 2.443 -3.826 1.279
C 3.497 -2.306 1.490
C 2.258 -4.739 2.887
C 0.732 -3.288 0.711
Te 0.801 -2.368 -1.226
C 0.025 -4.052 -2.306
Si -1.720 -4.710 -2.073
C -1.826 -6.154 -3.243
C -2.086 -5.274 -0.337
C -2.967 -3.401 -2.492
H 4.204 -5.248 0.302
H 3.296 -4.429 -0.967
H 2.608 -5.854 -0.161
H 4.553 -2.572 1.583
H 3.212 -1.746 2.386
H 3.400 -1.633 0.630
H 3.237 -4.958 3.323
H 1.735 -5.689 2.741
H 1.691 -4.148 3.612
H 0.294 -2.554 1.389
H 0.043 -4.125 0.628
H 0.758 -4.849 -2.147
H 0.122 -3.727 -3.346
H -1.125 -6.938 -2.942
H -1.569 -5.843 -4.259
H -2.829 -6.592 -3.266
H -1.357 -5.990 0.053
H -3.065 -5.762 -0.327
H -2.140 -4.423 0.348
H -2.881 -3.014 -3.510
H -2.885 -2.543 -1.812
H -3.985 -3.772 -2.344
*
```

Mulliken population analysis, charges in e, atoms 1 to 5: Re -1.295; S -0.475; P 1.371; C 0.623; P 2.441

Computed relative energies in units of hartree: w 0.0714; x 0.0000

w | DFT (ωB97M-V/def2-TZVPD) results for a single C9H12N2O molecule.

Output
- HOMO level (eV) = -8.0791
- HOMO-LUMO gap (eV) = 8.9
- E_LUMO (Eh) = 0.030
- SMILES = CCc1ccc(/N=C\NO)cc1

Geometry as ORCA input:
```
! wB97M-V def2-TZVPD RIJCOSX def2/J DEFGRID3
* xyz 0 1
C -3.347 1.018 -0.579
C -2.860 -0.166 0.310
C -1.364 -0.421 0.223
C -0.559 0.037 1.274
C 0.800 -0.202 1.225
C 1.404 -0.933 0.162
N 2.768 -1.252 0.168
C 3.655 -0.379 0.058
N 3.565 1.023 -0.075
O 2.421 1.453 -0.729
C 0.555 -1.501 -0.782
C -0.831 -1.209 -0.800
H -3.098 0.925 -1.629
H -4.432 1.157 -0.519
H -2.894 1.917 -0.174
H -3.446 -1.069 0.084
H -3.174 0.048 1.376
H -0.980 0.670 2.029
H 1.447 0.161 2.005
H 4.738 -0.631 0.170
H 4.374 1.387 -0.629
H 1.777 1.824 -0.030
H 0.944 -2.218 -1.514
H -1.462 -1.637 -1.625
*
```

Mulliken population analysis, charges in e, atoms 1 to 5: C -1.054; C -0.972; C 0.741; C -0.533; C -0.433

x | DFT (ωB97M-V/def2-TZVPD) results for a single C9H12N2O molecule.

Output
- HOMO level (eV) = -9.3069
- HOMO-LUMO gap (eV) = 9.4
- E_LUMO (Eh) = 0.004
- SMILES = NC[C@H](N)C(=O)c1ccccc1

Geometry as ORCA input:
```
! wB97M-V def2-TZVPD RIJCOSX def2/J DEFGRID3
* xyz 0 1
N -0.475 -2.726 -0.454
C -1.510 -1.879 -1.170
C -1.698 -0.427 -0.639
N -2.886 0.198 -1.293
C -0.425 0.353 -0.905
O -0.226 0.731 -2.067
C 0.579 0.706 0.063
C 0.742 0.131 1.351
C 1.732 0.567 2.270
C 2.652 1.519 1.874
C 2.437 2.175 0.666
C 1.429 1.812 -0.236
H -0.818 -3.097 0.460
H -0.076 -3.487 -0.962
H -2.559 -2.278 -1.158
H -1.157 -1.782 -2.227
H -1.756 -0.563 0.430
H -2.554 0.725 -2.179
H -3.232 0.939 -0.604
H 0.159 -0.775 1.621
H 1.897 0.110 3.299
H 3.443 1.749 2.553
H 3.092 3.027 0.473
H 1.208 2.272 -1.165
*
```

Mulliken population analysis, charges in e, atoms 1 to 5: N -0.456; C -0.791; C -0.055; N -0.737; C 0.211

y | DFT (ωB97M-V/def2-TZVPD) results for a single C9H12N2O molecule.

Output
- HOMO level (eV) = -8.8670
- HOMO-LUMO gap (eV) = 9.5
- E_LUMO (Eh) = 0.022
- SMILES = C[C@H]1CCCc2nccc(=O)n21

Geometry as ORCA input:
```
! wB97M-V def2-TZVPD RIJCOSX def2/J DEFGRID3
* xyz 0 1
C 0.492 -2.339 -0.655
C -0.217 -1.219 0.085
C 0.358 -1.223 1.522
C -0.068 0.013 2.295
C 0.472 1.258 1.583
C 0.090 1.275 0.135
N 0.049 2.480 -0.423
C -0.289 2.596 -1.773
C -0.657 1.538 -2.520
C -0.711 0.248 -1.865
O -1.177 -0.693 -2.519
N -0.152 0.076 -0.591
H 0.063 -2.532 -1.632
H 0.507 -3.253 -0.073
H 1.537 -2.102 -0.892
H -1.289 -1.523 0.165
H -0.037 -2.090 2.083
H 1.454 -1.302 1.478
H 0.309 0.026 3.307
H -1.155 0.090 2.355
H 1.530 1.298 1.682
H 0.065 2.177 2.053
H -0.226 3.588 -2.239
H -0.947 1.613 -3.557
*
```

Mulliken population analysis, charges in e, atoms 1 to 5: C -1.610; C 0.452; C -0.796; C -0.805; C -0.471

Computed relative energies in units of hartree: w 0.0902; x 0.0460; y 0.0000